(1)
82
Properties=species:S:1:pos:R:3 method="wB97M-V/def2-TZVPD" smiles="CCOP(=O)(OCC)OCC.CN(C)C=O.CN(C)C=O.ClCCCl.ClCCCl.ClCCCl.ClCCCl" energy_ha=-5373.0005 homo_energy_ha=-0.330 fmax_ha_per_bohr=0.043 homo_lumo_gap_ha=0.334
C 1.385 -0.978 3.707
O 1.048 -2.098 3.381
N 0.566 -0.077 4.303
C 0.999 1.320 4.476
C -0.854 -0.294 4.497
H 2.378 -0.526 3.552
H 0.606 1.915 3.655
H 2.080 1.420 4.380
H 0.622 1.664 5.435
H -1.081 -1.349 4.361
H -1.130 -0.057 5.529
H -1.510 0.314 3.874
C 3.544 1.508 -5.267
O 4.592 1.168 -5.792
N 3.150 1.174 -4.025
C 1.872 1.640 -3.507
C 3.932 0.186 -3.295
H 2.883 2.207 -5.802
H 1.211 0.778 -3.433
H 1.435 2.403 -4.147
H 2.010 2.106 -2.528
H 4.016 0.426 -2.241
H 3.437 -0.780 -3.448
H 4.918 0.025 -3.720
Cl 1.163 1.141 1.178
C -0.610 1.244 1.021
C -0.929 1.305 -0.458
Cl -0.532 2.832 -1.240
H -0.958 2.142 1.530
H -1.009 0.352 1.497
H -1.933 1.033 -0.772
H -0.308 0.534 -0.922
Cl -1.178 5.849 3.541
C -2.611 5.475 4.560
C -2.369 4.186 5.345
Cl -2.023 2.802 4.307
H -3.465 5.398 3.890
H -2.765 6.299 5.252
H -3.234 4.003 5.976
H -1.447 4.390 5.886
Cl -3.372 -1.078 0.736
C -4.869 -0.691 1.617
C -5.173 -1.638 2.750
Cl -4.134 -1.385 4.181
H -5.679 -0.721 0.887
H -4.781 0.352 1.911
H -5.164 -2.674 2.425
H -6.188 -1.394 3.064
Cl 4.825 1.653 2.238
C 5.421 0.494 1.018
C 4.364 -0.528 0.721
Cl 4.897 -1.571 -0.626
H 6.375 0.143 1.402
H 5.662 1.093 0.140
H 3.406 -0.113 0.411
H 4.120 -1.127 1.599
C 1.795 -3.980 -4.203
C 0.285 -4.046 -3.974
O -0.341 -2.802 -4.199
P -1.488 -2.365 -3.140
O -2.464 -3.419 -2.841
O -2.104 -1.063 -3.871
C -2.914 -0.280 -2.992
C -2.877 1.180 -3.447
O -0.643 -1.738 -1.940
C -0.586 -2.411 -0.654
C 0.883 -2.531 -0.272
H 2.368 -4.887 -4.016
H 1.892 -3.869 -5.289
H 2.253 -3.122 -3.714
H -0.110 -4.837 -4.619
H 0.046 -4.449 -2.982
H -3.936 -0.663 -3.098
H -2.676 -0.388 -1.932
H -3.556 1.768 -2.828
H -1.857 1.553 -3.353
H -3.165 1.306 -4.489
H -1.147 -1.847 0.097
H -1.088 -3.377 -0.702
H 1.086 -2.506 0.800
H 1.262 -3.441 -0.738
H 1.471 -1.680 -0.615

=====

(2)
72
Properties=species:S:1:pos:R:3 method="wB97M-V/def2-TZVPD" charge=+2 energy_ha=-2616.0917 homo_energy_ha="-0.500 / -0.497" fmax_ha_per_bohr=0.287 homo_lumo_gap_ha="0.263 / 0.262" multiplicity=6
Dy -0.062 0.036 0.304
P 0.623 2.409 0.172
P -1.204 -2.189 0.167
N -1.891 0.813 1.103
C -0.531 2.818 1.566
H 0.083 3.276 2.348
H -1.192 3.603 1.169
C -1.374 1.689 2.174
H -0.781 1.069 2.862
H -2.242 2.078 2.714
C -2.876 -0.251 1.435
H -3.578 -0.291 0.605
H -3.393 0.074 2.332
C -2.197 -1.624 1.631
H -2.961 -2.393 1.781
H -1.548 -1.607 2.522
C -0.212 -3.579 0.534
C 1.232 -3.364 1.035
H 1.281 -3.048 2.081
H 1.768 -2.619 0.423
H 1.791 -4.303 0.944
C -2.301 -2.388 -1.212
C -1.520 -2.623 -2.536
H -2.013 -2.088 -3.348
H -1.491 -3.683 -2.794
H -0.488 -2.248 -2.456
C 0.218 3.387 -1.215
C 1.395 3.384 -2.205
H 1.087 3.762 -3.191
H 1.798 2.382 -2.333
H 2.184 4.051 -1.838
C 2.278 2.599 0.828
C 3.395 1.997 -0.041
H 4.327 1.959 0.544
H 3.587 2.590 -0.941
H 3.164 0.974 -0.366
C 1.271 -0.476 -1.319
C -3.247 -3.561 -0.883
H -2.951 -4.092 0.016
H -4.278 -3.209 -0.753
H -3.257 -4.274 -1.716
C -0.043 4.770 -0.632
H 0.493 5.528 -1.220
H -1.103 5.006 -0.653
H 0.300 4.858 0.401
C 2.465 4.081 1.093
H 3.461 4.251 1.532
H 2.418 4.671 0.174
H 1.733 4.478 1.800
C -0.242 -4.473 -0.691
H 0.208 -3.997 -1.573
H 0.327 -5.389 -0.507
H -1.260 -4.749 -0.934
H -0.788 -4.027 1.348
H 2.279 2.049 1.784
H -2.873 -1.465 -1.326
H -0.692 3.017 -1.735
O 2.037 -0.774 -2.288
H -2.229 1.364 0.311
H -0.987 0.325 -1.467
C 3.875 -1.219 0.939
N 3.338 -1.023 2.325
C 4.326 -1.309 3.393
C 2.151 -0.665 2.670
O 1.165 -0.368 1.828
H 4.205 -2.249 0.809
H 4.714 -0.540 0.768
H 3.090 -1.012 0.201
H 4.450 -0.404 3.990
H 3.932 -2.115 4.016
H 5.285 -1.606 2.985
H 1.884 -0.588 3.733